# 1
Here is a cluster of 4 separate species, C12H22O in total at a distorted geometry from the Open Molecules 2025 dataset. Energies are from ωB97M-V/def2-TZVPD.

Summary:
ΔE to the lowest compared entry with this formula, charge and spin = 281.4 kcal/mol
molecular weight = 182.3 g mol⁻¹
energy = -545.20593 hartree
max |F| = 7.09 eV/Å

ORCA input file:
```
! wB97M-V def2-TZVPD RIJCOSX def2/J DEFGRID3
* xyz 0 1
C -0.829 -2.569 -0.565
C -1.398 -1.086 -0.071
C -2.170 -0.831 1.258
C -1.144 -0.653 2.249
C -0.082 0.548 2.075
C 0.562 0.457 0.606
C 1.905 -0.266 0.696
C 1.157 1.879 0.218
C 1.844 1.676 -1.129
C 0.959 1.248 -2.330
C 0.114 -0.046 -1.877
C -0.503 0.206 -0.438
H 0.846 -2.683 -0.618
H -1.582 -3.308 0.584
H -1.567 -2.759 -2.040
H -2.147 -1.145 -0.995
H -2.818 -1.569 1.771
H -2.920 0.047 1.179
H -1.927 -0.673 3.087
H -0.413 -1.595 2.218
H -0.912 1.266 1.904
H 0.600 0.733 2.818
H 1.683 -1.284 1.097
H 2.479 0.055 1.470
H 2.381 -0.564 -0.341
H 1.832 2.388 1.017
H 0.112 2.397 -0.032
H 2.370 2.692 -1.235
H 2.733 1.193 -1.148
H 1.953 0.897 -3.006
H 0.174 2.053 -2.713
H -0.833 -0.256 -2.631
H 0.637 -1.075 -1.783
H -1.928 1.198 -0.860
O -1.168 1.429 -0.432
*
```

=====

# 2
Here is a structure of composition C6H6ClP at a distorted geometry from the Open Molecules 2025 dataset. Energies are from ωB97M-V/def2-TZVPD.

Summary:
ΔE to the lowest compared entry with this formula, charge and spin = 30.0 kcal/mol
molecular weight = 144.5 g mol⁻¹
energy = -1033.68256 hartree
max |F| = 3.40 eV/Å

ORCA input file:
```
! wB97M-V def2-TZVPD RIJCOSX def2/J DEFGRID3
* xyz 0 1
C -0.974 0.487 -0.011
C -0.934 -0.847 0.511
C -0.004 0.992 -0.806
C 1.238 0.346 -1.070
C 0.040 -1.743 0.270
C 2.257 -0.102 0.473
P 1.586 -1.418 -0.613
Cl 3.878 0.453 0.304
H -1.864 1.067 0.182
H -1.811 -1.176 1.062
H -0.162 1.951 -1.285
H 1.904 0.783 -1.797
H -0.091 -2.777 0.562
H 1.725 0.257 1.340
*
```

=====

# 3
Here is a structure of composition C4H16AgCl2N6O4 at a distorted geometry from the Open Molecules 2025 dataset. Energies are from ωB97M-V/def2-TZVPD.

Summary:
molecular weight = 391.0 g mol⁻¹
<S²> = 2.016
energy = -1858.61235 hartree
max |F| = 6.43 eV/Å

ORCA input file:
```
! wB97M-V def2-TZVPD RIJCOSX def2/J DEFGRID3
* xyz 1 3
Ag 0.837 0.535 -0.683
Cl -0.364 2.644 -1.608
Cl 3.118 0.739 -1.929
C 1.744 -1.861 1.261
O 1.276 -1.735 -0.021
H 2.821 -1.765 1.399
H 1.283 -1.098 1.888
H 1.384 -2.799 1.683
H 1.537 -2.583 -0.389
C -0.924 -1.073 -3.089
O -0.431 -0.602 -2.073
N -2.204 -1.155 -3.288
N -0.195 -1.571 -4.094
H -2.784 -1.248 -2.467
H -2.471 -1.322 -4.247
H -0.765 -2.034 -4.787
H 0.808 -1.468 -4.149
C -1.831 -0.459 1.175
O -0.925 0.198 0.712
N -1.949 -0.782 2.434
N -2.777 -1.151 0.505
H -1.263 -0.353 3.038
H -2.755 -1.363 2.616
H -3.039 -1.000 -0.459
H -3.445 -1.578 1.130
C 1.607 2.655 1.686
O 1.646 1.504 1.232
N 0.772 3.051 2.542
N 2.418 3.561 1.351
H 0.255 2.403 3.120
H 0.982 3.963 2.922
H 3.173 3.313 0.727
H 2.463 4.431 1.862
*
```

=====

# 4
Here is a cluster of 2 separate species, C5H8OS2 in total at a distorted geometry from the Open Molecules 2025 dataset. Energies are from ωB97M-V/def2-TZVPD.

Summary:
ΔE to the lowest compared entry with this formula, charge and spin = 108.1 kcal/mol
molecular weight = 148.3 g mol⁻¹
energy = -1066.75911 hartree
max |F| = 4.85 eV/Å

ORCA input file:
```
! wB97M-V def2-TZVPD RIJCOSX def2/J DEFGRID3
* xyz 0 1
C 0.590 0.629 1.867
C 0.716 0.685 -2.007
C 0.462 -0.611 -1.136
C -0.860 0.821 1.827
C -0.621 -1.594 -1.104
O 1.261 0.342 0.864
S 1.434 0.924 3.417
S 1.987 -0.685 -1.835
H 0.186 0.931 -2.924
H 1.042 1.602 -1.521
H -1.383 0.415 0.948
H -1.439 0.283 2.597
H -1.014 1.875 2.188
H -1.006 -1.485 -0.085
H 0.001 -2.540 -1.153
H -1.356 -1.594 -1.944
*
```

=====

# 5
Here is a structure of composition C34H54N4P2Si2V at a distorted geometry from the Open Molecules 2025 dataset. Energies are from ωB97M-V/def2-TZVPD.

Summary:
ΔE to the lowest compared entry with this formula, charge and spin = 0.0 kcal/mol
molecular weight = 687.9 g mol⁻¹
<S²> = 3.775
energy = -3752.54477 hartree
max |F| = 4.85 eV/Å

ORCA input file:
```
! wB97M-V def2-TZVPD RIJCOSX def2/J DEFGRID3
* xyz 0 4
V -0.064 -1.277 0.920
C 3.696 4.069 -3.240
C 2.518 4.444 -2.724
C 1.377 4.931 -3.546
C 1.213 4.179 -4.896
C 1.378 2.674 -4.825
C 2.535 2.064 -5.094
C 3.783 2.828 -5.506
C 4.044 4.124 -4.715
C -0.382 -3.434 0.519
H 4.563 3.842 -2.604
H 2.384 4.525 -1.647
H 1.485 6.006 -3.784
H 0.446 4.850 -2.976
H 0.221 4.421 -5.301
H 1.894 4.630 -5.620
H 0.443 2.114 -4.687
H 2.625 0.968 -5.148
H 3.758 3.112 -6.571
H 4.658 2.177 -5.403
H 5.114 4.358 -4.794
H 3.559 4.964 -5.222
H 0.236 -3.880 1.318
H -0.221 -3.994 -0.419
H -1.455 -3.451 0.776
P -1.012 -1.055 -1.132
P -0.050 0.943 0.953
N -0.279 -1.875 -2.559
N -2.748 -1.475 -1.532
N 1.589 1.584 0.595
N -0.387 2.100 2.271
C -0.960 0.713 -1.650
C -1.024 1.646 -0.431
C 0.838 -2.698 -2.400
C 1.296 -3.073 -3.659
C 0.424 -2.471 -4.627
C -0.535 -1.741 -3.918
C -3.257 -2.774 -1.450
C -4.638 -2.736 -1.683
C -4.989 -1.366 -1.905
C -3.815 -0.619 -1.790
C 2.683 0.731 0.777
C 3.801 1.329 0.212
C 3.396 2.584 -0.321
C 2.016 2.698 -0.104
C -0.028 3.440 2.419
C -0.667 3.951 3.554
C -1.418 2.879 4.131
C -1.250 1.767 3.313
H -1.775 0.898 -2.359
H -0.014 0.806 -2.208
H -0.701 2.664 -0.673
H -2.051 1.704 -0.034
H 1.201 -2.964 -1.416
H 2.166 -3.684 -3.852
H 0.519 -2.547 -5.701
H -1.384 -1.163 -4.272
H -2.606 -3.616 -1.262
H -5.309 -3.581 -1.662
H -5.979 -0.978 -2.090
H -3.659 0.444 -1.901
H 2.565 -0.211 1.303
H 4.789 0.894 0.162
H 4.023 3.285 -0.841
H 1.318 3.474 -0.394
H 0.658 3.912 1.726
H -0.632 4.972 3.904
H -2.021 2.902 5.027
H -1.668 0.766 3.380
C -2.715 -1.627 5.269
Si -2.460 -2.082 3.458
C -3.070 -3.843 3.307
C -3.695 -1.061 2.483
C -0.681 -1.664 2.945
Si 0.589 -2.776 3.830
C 0.177 -4.591 4.096
C 2.221 -2.683 2.894
C 0.892 -2.080 5.544
H -3.799 -1.717 5.441
H -2.409 -0.595 5.492
H -2.187 -2.303 5.954
H -4.112 -3.818 3.664
H -3.089 -4.219 2.277
H -2.540 -4.574 3.924
H -3.539 0.017 2.578
H -3.699 -1.302 1.413
H -4.690 -1.286 2.891
H -0.482 -0.673 3.417
H -0.236 -5.113 3.224
H 1.125 -5.087 4.357
H -0.510 -4.750 4.938
H 2.584 -1.650 2.822
H 2.932 -3.244 3.518
H 2.236 -3.127 1.888
H 1.171 -1.019 5.493
H 0.023 -2.181 6.206
H 1.733 -2.650 5.967
*
```

=====

# 6
Here is a structure of composition C3H6IMgO3 at a distorted geometry from the Open Molecules 2025 dataset. Energies are from ωB97M-V/def2-TZVPD.

Summary:
ΔE to the lowest compared entry with this formula, charge and spin = 19.8 kcal/mol
molecular weight = 241.3 g mol⁻¹
energy = -841.20897 hartree
max |F| = 3.22 eV/Å

ORCA input file:
```
! wB97M-V def2-TZVPD RIJCOSX def2/J DEFGRID3
* xyz 1 1
Mg 2.558 1.011 -0.985
I 1.817 -0.451 -3.197
C -1.189 2.073 0.828
O -1.154 0.711 1.071
C -0.187 0.009 0.505
O 0.876 0.476 0.052
O -0.577 -1.312 0.502
C 0.202 -2.306 -0.162
H -0.410 2.514 1.451
H -2.147 2.540 1.058
H -0.989 2.374 -0.201
H -0.237 -3.299 -0.064
H 1.154 -2.260 0.366
H 0.284 -2.081 -1.225
*
```